Here is 2 unconnected molecules or ions with the total composition C33H39N4O in a non-equilibrium geometry from the OMol25 dataset. Energies are from wB97M-V/def2-TZVPD.

Summary:
Kohn-Sham gap ... 6.12 eV
E_HOMO ... -10.558 eV
Relative energy (zero: lowest compared OMol25 entry of this formula, charge and spin) ... 0.528 eV
Strongest force on any atom ... 2.3 eV Å⁻¹
Charge ... +1

Each line ends with the Löwdin charge.
CARTESIAN COORDINATES (ANGSTROEM)
O  4.954  -2.162  -0.054  0.091
N  1.535  -1.339  0.047  0.056
N  3.052  -2.220  -1.369  -0.023
N  -0.978  2.774  0.955  0.063
N  -2.016  4.668  1.524  0.051
C  -0.873  3.664  -0.203  -0.204
C  0.447  -0.732  0.562  -0.005
C  -5.548  -1.199  -0.281  -0.059
C  0.941  -3.947  -2.810  -0.045
C  0.811  -3.423  -1.382  -0.524
C  1.603  -2.057  -1.253  -0.149
C  -1.326  1.702  3.595  -0.048
C  -1.641  4.944  0.157  -0.149
C  -0.692  -0.392  -0.164  -0.093
C  4.615  0.902  -1.039  -0.034
C  -3.197  -0.502  -0.277  -0.205
C  3.765  -2.743  -2.513  -0.015
C  -5.580  -1.109  -1.682  -0.047
C  3.761  -1.931  -0.230  -0.419
C  2.354  1.728  -0.798  -0.046
C  -3.268  -0.369  -1.691  -0.020
C  -1.951  -0.330  0.424  0.025
C  -1.634  3.424  1.898  -0.322
C  1.368  -4.400  -0.350  -0.022
C  3.283  0.197  0.981  -0.067
C  2.463  2.379  -2.030  -0.077
C  2.829  -1.242  0.735  -0.160
C  -2.363  1.821  5.783  -0.071
C  -2.964  3.039  5.433  -0.068
C  -2.759  3.595  4.165  -0.016
C  -0.678  -3.251  -1.143  -0.055
C  4.735  1.569  -2.257  -0.064
C  -4.442  -0.683  -2.378  -0.058
C  -4.386  -0.880  0.416  -0.006
C  -1.927  2.918  3.246  -0.145
C  -1.546  1.150  4.859  -0.072
C  3.655  2.302  -2.760  -0.078
C  3.417  0.958  -0.317  -0.223
H  0.190  3.890  -0.417  0.098
H  4.785  -2.339  -2.512  0.105
H  -2.002  -0.249  1.513  0.120
H  -1.005  5.830  0.083  0.116
H  3.834  -3.840  -2.461  0.096
H  1.436  1.813  -0.206  0.089
H  4.265  0.126  1.470  0.141
H  -3.248  4.536  3.909  0.107
H  1.255  -1.384  -2.062  0.167
H  1.610  2.941  -2.416  0.099
H  3.747  2.823  -3.714  0.107
H  -1.114  -2.516  -1.830  0.086
H  -0.911  -2.963  -0.116  0.081
H  -4.359  -0.942  1.507  0.121
H  5.668  1.500  -2.818  0.111
H  3.261  -2.442  -3.437  0.102
H  -1.181  -4.211  -1.330  0.102
H  -0.576  -0.212  -1.238  0.120
H  1.937  -4.327  -3.048  0.069
H  0.237  -4.778  -2.966  0.100
H  -4.465  -0.593  -3.466  0.114
H  -2.534  1.393  6.771  0.109
H  -6.489  -1.365  -2.228  0.116
H  2.574  0.688  1.657  0.122
H  -2.394  0.000  -2.234  0.112
H  -3.606  3.551  6.152  0.110
H  -1.083  0.196  5.111  0.103
H  2.426  -4.627  -0.522  0.091
H  2.778  -1.834  1.665  0.176
H  0.679  -3.161  -3.531  0.098
H  -2.563  5.286  2.102  0.130
H  -6.438  -1.527  0.259  0.115
H  0.495  -0.520  1.635  0.153
H  1.252  -4.000  0.664  0.089
H  -1.312  3.193  -1.101  0.106
H  -0.689  1.211  2.858  0.081
H  0.808  -5.343  -0.401  0.101
H  5.453  0.320  -0.644  0.121
H  -2.539  5.054  -0.461  0.114

Here is 6 unconnected molecules or ions with the total composition C33H40BBr2F40O10PS in a non-equilibrium geometry from the OMol25 dataset. Energies are from wB97M-V/def2-TZVPD.

Summary:
Kohn-Sham gap ... 9.23 eV
E_HOMO ... -9.058 eV
Strongest force on any atom ... 2.9 eV Å⁻¹
Charge ... 0
SMILES string ... CB(O)[PH](O)(CCCCS(=O)(=O)O)[C@@H](Br)[C@H](C)Br.FC(F)C(F)(F)COC(F)(F)C(F)F.FC(F)C(F)(F)COC(F)(F)C(F)F.FC(F)C(F)(F)COC(F)(F)C(F)F.FC(F)C(F)(F)COC(F)(F)C(F)F.FC(F)C(F)(F)COC(F)(F)C(F)F

Each line ends with the Löwdin charge.
CARTESIAN COORDINATES (ANGSTROEM)
Br  -4.744  -4.488  6.118  0.797
Br  -6.571  -4.797  1.855  0.729
S  -10.428  -1.558  3.436  0.543
P  -5.854  -2.275  3.609  0.833
F  1.065  4.971  -5.080  0.149
F  4.597  1.198  6.180  0.129
F  0.255  -0.378  -8.099  0.146
F  3.330  2.152  -3.513  0.116
F  3.336  1.102  -5.418  0.108
F  -0.228  -4.588  -0.133  0.101
F  2.068  -3.311  -5.331  0.090
F  1.939  4.905  6.752  0.102
F  -1.194  -3.495  -2.550  0.135
F  1.796  1.638  5.568  0.094
F  5.106  4.941  -0.996  0.093
F  8.326  4.336  -4.129  0.145
F  9.863  6.261  -3.135  0.104
F  -0.743  -2.703  0.832  0.098
F  3.154  3.123  7.097  0.101
F  2.408  6.611  -4.705  0.162
F  2.736  -2.800  -7.651  0.107
F  0.665  -1.298  -6.185  0.136
F  2.315  3.829  4.352  0.148
F  1.498  -1.551  0.421  0.099
F  0.519  2.685  -4.024  0.101
F  2.952  -0.649  -7.351  0.089
F  2.470  -0.395  5.986  0.097
F  3.639  5.520  4.602  0.152
F  8.804  5.420  -1.420  0.101
F  1.435  0.247  1.659  0.082
F  4.656  -0.029  4.384  0.107
F  1.318  -4.917  -7.630  0.130
F  1.155  0.621  -3.783  0.073
F  -0.050  1.536  -0.232  0.113
F  1.932  4.021  -2.403  0.095
F  2.184  -5.490  -5.188  0.102
F  10.364  3.630  -3.983  0.155
F  0.731  5.836  -2.586  0.111
F  -0.258  -5.732  -6.373  0.111
F  0.659  -2.684  -1.774  0.149
F  7.320  3.577  -0.404  0.131
F  5.716  2.274  -1.083  0.105
F  6.558  5.347  -2.573  0.098
F  -1.026  -0.147  0.739  0.128
O  -10.150  0.003  3.402  -0.128
O  -9.745  -2.152  2.357  -0.272
O  8.919  2.892  -2.533  0.056
O  -1.236  -1.527  -1.625  0.061
O  0.008  -2.535  -7.927  0.058
O  -5.524  -0.543  3.410  -0.322
O  -3.465  -3.444  2.361  0.091
O  4.496  3.522  4.713  0.055
O  -11.810  -1.718  3.450  -0.242
O  3.252  4.601  -4.774  0.040
C  -2.937  -1.607  3.982  -0.023
C  6.620  3.206  -1.495  -0.442
C  7.563  2.488  -2.475  -0.039
C  1.332  -4.445  -5.310  -0.293
C  2.565  0.630  5.106  -0.295
C  -7.700  -0.839  5.185  -0.232
C  0.510  -4.632  -6.587  -0.443
C  4.365  2.256  4.091  -0.039
C  -5.358  -5.108  4.376  -0.834
C  4.035  1.034  4.964  -0.444
C  3.148  4.342  6.532  -0.285
C  0.765  -1.481  -7.517  -0.553
C  1.259  1.713  -4.590  -0.274
C  9.720  5.158  -2.369  -0.285
C  5.794  4.381  -2.023  -0.295
C  -8.983  -1.310  5.818  -0.219
C  -6.596  -1.885  5.253  -0.287
C  1.928  5.285  -2.866  -0.285
C  2.221  -1.604  -7.969  -0.280
C  -0.992  -3.476  -0.237  -0.285
C  -6.308  -4.162  3.694  -0.834
C  -0.064  0.178  -0.151  -0.439
C  9.292  3.988  -3.259  -0.556
C  1.313  -0.218  0.387  -0.287
C  -0.467  -0.331  -1.544  -0.033
C  2.736  2.103  -4.730  -0.435
C  3.394  4.267  5.023  -0.558
C  3.075  3.390  -5.501  -0.034
C  -0.456  -3.509  -7.003  -0.031
C  -0.664  -2.756  -1.548  -0.552
C  2.155  5.335  -4.383  -0.549
C  -9.786  -2.245  4.957  -0.199
C  -6.049  -6.434  4.644  -0.181
B  -3.958  -2.531  3.244  -0.592
H  0.826  1.468  -5.563  0.171
H  3.920  4.951  7.005  0.175
H  -8.812  -1.799  6.753  0.118
H  -1.962  -2.040  4.058  0.065
H  -2.045  -3.765  -0.217  0.173
H  0.678  -4.425  -4.439  0.162
H  -7.266  -4.261  4.145  0.032
H  2.301  -1.473  -9.050  0.178
H  -9.373  0.101  2.854  0.079
H  -2.830  -3.951  2.853  0.100
H  -6.715  -2.174  2.499  0.032
H  -6.781  -6.348  5.412  0.066
H  -10.643  -2.550  5.499  0.096
H  -5.290  -7.122  4.930  0.066
H  5.072  4.035  -2.770  0.154
H  10.670  4.928  -1.884  0.176
H  -9.567  -0.448  6.036  0.110
H  -2.845  -0.753  3.344  0.068
H  -4.534  -5.371  3.777  0.056
H  2.104  0.230  -0.222  0.175
H  -9.248  -3.128  4.713  0.088
H  -3.302  -1.232  4.911  0.052
H  -5.825  -1.562  5.904  0.073
H  5.360  2.060  3.700  0.149
H  -0.927  -3.042  -6.139  0.145
H  -1.255  -4.011  -7.540  0.150
H  2.412  3.536  -6.351  0.148
H  7.129  2.428  -3.472  0.146
H  3.709  2.312  3.223  0.144
H  2.714  5.845  -2.354  0.172
H  -7.911  -0.516  4.196  0.063
H  7.617  1.465  -2.113  0.150
H  -7.372  0.024  5.711  0.114
H  -1.137  0.425  -1.943  0.152
H  -6.488  -6.823  3.754  0.044
H  0.384  -0.351  -2.214  0.115
H  4.059  3.205  -5.925  0.150
H  2.171  0.296  4.142  0.160
H  -7.004  -2.749  5.719  0.040
H  -5.987  -0.192  2.669  0.017

Here is 3 unconnected molecules or ions with the total composition C33H40BF3O4 in a non-equilibrium geometry from the OMol25 dataset. Energies are from wB97M-V/def2-TZVPD.

Summary:
Kohn-Sham gap ... 3.14 eV
E_HOMO ... -5.501 eV
Strongest force on any atom ... 1.8 eV Å⁻¹
Charge ... 0

Each line ends with the Löwdin charge.
CARTESIAN COORDINATES (ANGSTROEM)
F  2.702  5.735  2.901  0.102
F  4.779  5.249  2.352  0.110
F  3.666  3.936  3.726  0.111
O  1.111  2.227  -2.977  0.079
O  -4.585  1.119  6.952  -0.080
O  -0.492  -6.889  -1.519  -0.079
O  2.554  0.442  -2.353  0.081
C  1.627  2.528  -5.295  -0.014
C  2.187  2.198  -3.933  -0.465
C  -1.115  -5.339  0.256  -0.013
C  -3.675  -0.538  5.400  -0.012
C  -4.090  0.352  8.067  -0.061
C  -1.460  -4.808  -2.107  0.007
C  -1.536  -4.063  0.588  -0.013
C  -1.019  -5.715  -1.104  -0.261
C  -4.361  0.667  5.693  -0.254
C  3.055  3.879  1.422  -0.139
C  -4.827  1.476  4.621  0.000
C  4.230  0.546  -4.075  -0.011
C  2.113  2.299  -0.648  -0.099
C  -3.826  -0.056  2.999  -0.216
C  2.759  0.719  -3.757  -0.459
C  3.546  4.700  2.598  -0.516
C  -1.884  -3.544  -1.760  -0.015
C  1.537  3.541  -0.407  -0.025
C  -0.048  0.199  -1.246  -0.212
C  -1.919  -3.113  -0.403  -0.228
C  -4.571  1.120  3.325  -0.024
C  -3.506  -0.360  1.637  -0.007
C  -2.352  -1.783  -0.064  -0.047
C  1.948  -0.298  -4.551  -0.016
C  3.195  1.870  0.114  -0.020
C  3.670  2.661  1.159  -0.007
C  0.665  -0.596  -0.240  -0.111
C  -3.413  -0.879  4.089  -0.013
C  2.011  4.344  0.635  -0.002
C  0.076  -7.779  -0.537  -0.060
C  3.235  3.258  -3.552  -0.006
C  -2.824  -1.507  1.229  -0.079
C  -0.984  1.273  -0.879  -0.111
B  1.653  1.440  -1.931  -0.714
H  -4.565  -0.638  8.112  0.096
H  3.686  0.921  -0.090  0.122
H  -5.373  2.385  4.875  0.123
H  4.408  0.763  -5.135  0.093
H  -3.338  -1.183  6.214  0.106
H  2.752  4.240  -3.476  0.100
H  1.253  3.556  -5.301  0.093
H  -0.024  -1.311  0.210  0.043
H  -3.845  0.342  0.868  0.114
H  1.490  -1.162  -0.681  0.088
H  -0.700  -8.169  0.136  0.095
H  -1.221  1.909  -1.738  0.091
H  -2.868  -1.801  3.891  0.107
H  -0.833  -6.046  1.040  0.106
H  0.721  3.918  -1.019  0.122
H  -2.705  -2.288  1.990  0.086
H  2.245  -1.311  -4.252  0.095
H  -0.574  1.909  -0.091  0.081
H  4.005  3.322  -4.330  0.091
H  -2.602  -1.105  -0.878  0.108
H  2.147  -0.186  -5.623  0.088
H  -1.917  0.843  -0.511  0.036
H  4.511  2.327  1.763  0.122
H  0.861  -7.284  0.052  0.098
H  4.859  1.204  -3.468  0.086
H  1.560  5.316  0.825  0.117
H  -1.564  -3.797  1.644  0.106
H  0.808  1.858  -5.562  0.084
H  -2.219  -2.851  -2.536  0.123
H  0.871  -0.183  -4.369  0.089
H  1.071  0.036  0.557  0.085
H  -2.996  0.236  8.025  0.098
H  -0.174  -0.247  -2.230  0.102
H  0.503  -8.589  -1.127  0.093
H  -4.937  1.744  2.507  0.119
H  -1.428  -5.140  -3.144  0.121
H  2.419  2.451  -6.046  0.093
H  3.720  3.047  -2.588  0.092
H  4.530  -0.490  -3.885  0.092
H  -4.370  0.942  8.941  0.094